The following is a quantum chemistry calculation of a molecular structure, C41H37BrCl3CuNO7PTe at a distorted geometry, from OMol25.

Properties
- gap between HOMO and LUMO (eV) = 5.7
- E_LUMO (eV) = 3.91
- relative energy (zero: lowest compared OMol25 entry of this formula, charge and spin) (kJ/mol) = 0.00
- charge = -2
- multiplicity = 1
- HOMO level (eV) = -1.821

Geometry as XYZ:
```
93
C41H37BrCl3CuNO7PTe (the ωB97M-V functional and the def2-TZVPD basis)
Cu 16.55556 11.68999 8.37669
C 22.66717 15.38832 9.46730
C 21.60117 14.31601 9.39022
C 21.84597 12.95167 9.18162
C 20.82891 12.01976 8.99805
C 21.21447 10.59928 8.79089
O 20.70496 9.87973 7.94844
C 22.31739 10.03834 9.67566
C 22.48606 10.53272 10.95248
C 23.48975 9.96909 11.72128
C 24.39666 9.01026 11.23341
C 24.23006 8.58120 9.92939
C 23.18284 9.06187 9.15592
C 19.42484 12.40039 9.12090
O 18.54494 11.52921 9.15512
C 19.20486 13.83224 9.18680
C 20.27260 14.68894 9.36122
C 17.87218 14.42509 8.99720
N 16.83411 13.76390 8.72686
C 15.53906 14.42031 8.49416
C 15.21073 14.48867 7.00976
Te 15.85525 12.77859 5.87180
C 17.78456 13.48199 5.43829
C 18.87254 12.67610 5.83425
C 20.16627 13.15592 5.60374
C 20.35695 14.39808 5.03734
C 19.29753 15.15217 4.59519
C 17.99923 14.71265 4.78867
C 17.82131 15.95599 9.06711
C 17.96349 16.70319 7.87426
C 18.00730 18.08282 7.95608
C 17.90771 18.75402 9.15475
C 17.63979 18.00724 10.32062
C 17.63518 16.60074 10.29361
H 23.66200 14.94560 9.51017
H 22.42977 15.92907 10.36958
H 22.59578 16.02835 8.60798
H 22.90414 12.66300 9.20136
H 21.95239 11.34434 11.32214
H 23.63873 10.24603 12.75604
H 25.20326 8.62402 11.85080
H 24.92212 7.85129 9.49721
H 22.96918 8.73846 8.14937
H 20.07001 15.73501 9.45633
H 15.48892 15.42433 8.95650
H 14.79862 13.81774 9.01027
H 15.65822 15.30206 6.44866
H 14.13237 14.63038 6.90049
H 18.79048 11.74925 6.35069
H 21.01750 12.57490 5.95245
H 21.33720 14.84116 4.93298
H 19.48680 16.15205 4.17266
H 17.16227 15.31932 4.42636
H 18.15398 16.15918 6.97339
H 18.24427 18.66083 7.07903
H 17.95074 19.84842 9.11275
H 17.59949 18.45204 11.29980
H 17.59198 16.08102 11.23833
Br 11.47857 8.37683 7.71666
C 11.34571 9.72925 9.01087
C 10.25151 9.62036 9.85669
C 10.09255 10.53341 10.92045
C 11.03584 11.52728 11.07831
C 12.14188 11.56949 10.20448
C 12.29636 10.68213 9.14100
C 13.58739 10.91718 8.27641
O 13.54389 10.83891 7.03546
O 14.58256 11.22922 8.99402
H 9.55903 8.76932 9.70848
H 9.27316 10.43589 11.60778
H 10.95628 12.25680 11.90291
H 12.88593 12.33874 10.39520
C 17.75828 7.03294 9.49756
P 16.99801 8.64892 9.55263
C 17.91025 9.46074 10.87859
C 15.43494 8.49655 10.35452
O 16.91525 9.24008 8.20292
H 18.06482 6.71381 10.50751
H 18.69838 7.16086 8.91623
H 17.11894 6.30830 9.02266
H 17.68460 8.88994 11.73896
H 17.67510 10.51028 10.96640
H 18.99169 9.47691 10.66724
H 15.51292 7.93066 11.30235
H 14.70596 8.06294 9.69905
H 15.11910 9.53365 10.57000
Cl 14.21712 13.88284 12.84599
C 15.71691 14.16982 13.70953
Cl 15.77248 15.94435 14.14438
Cl 15.68373 13.28114 15.27758
C 17.03526 13.79719 12.80411
O 17.91497 14.67081 12.92607
O 16.95299 12.76358 12.15984
```

Atomic partial charges in e from the Löwdin method, atoms 1 to 8: 0.16, -0.06, -0.28, -0.02, -0.09, -0.31, 0.08, -0.14